Arrangement 1

Below is a cluster of 2 separate species, C2H8N3O2 in total, with properties calculated with ωB97M-V/def2-TZVPD.

XYZ file:
```
15
Properties=species:S:1:pos:R:3
C -0.12834 1.86028 -0.73816
C 0.93326 -2.20921 0.85451
N -0.50736 1.67514 -1.99399
N -1.10123 1.13677 0.29132
N -1.50712 -0.03468 0.18042
O 0.71080 2.50830 -0.24985
O 0.75601 -0.89759 1.03259
H 0.49736 -2.59352 -0.06345
H 0.48402 -2.67395 1.74690
H 2.05689 -2.66162 0.86570
H -1.29650 1.09754 -2.15056
H 0.25717 2.02208 -2.62876
H -0.96275 1.62339 1.21659
H -1.61616 -0.46211 1.10855
H 1.42397 -0.39082 0.52820
```

The HOMO energy is -0.531 hartree. As for the net charge: +1. The calculation puts the HOMO-LUMO gap at 7.791 eV.



Arrangement 2

Below is a cluster of 2 separate species, C2H8N3O2 in total, with properties calculated with ωB97M-V/def2-TZVPD.

XYZ file:
```
15
Properties=species:S:1:pos:R:3
C 1.68828 0.03990 -2.39973
C -2.21038 -0.47152 0.57588
N 0.20835 0.55729 -0.69843
N 0.51623 0.51498 2.30776
N -0.20846 -0.11790 1.48685
O 1.00674 -0.24923 -1.17127
O -1.45463 0.26908 1.46648
H 1.40613 -0.62910 -3.25781
H 2.75587 -0.29037 -2.25377
H 1.78094 1.09428 -2.43565
H -2.16107 0.08658 -0.25492
H -3.20403 -0.66135 0.99983
H -1.75956 -1.40153 0.20583
H 0.12355 1.05861 3.04152
H 1.51204 0.20028 2.38746
```

The HOMO energy (spin up / spin down) is -0.468 / -0.473 hartree. As for the net charge: +1. The calculation puts the HOMO-LUMO gap (spin up / spin down) at 7.675 / 7.692 eV.



Arrangement 3

Below is the ion C2H8N3O2 with charge +1, with properties calculated with ωB97M-V/def2-TZVPD.

XYZ file:
```
15
Properties=species:S:1:pos:R:3
C 2.07286 0.10742 -0.67205
C 1.53750 0.27099 0.70972
O 0.48226 -0.76404 0.90098
N -0.56084 -0.63412 0.04065
N -1.75996 0.15564 0.46278
N -2.79108 -0.14924 -0.25545
O -1.77975 1.03243 1.26209
H 1.57848 -0.70692 -1.16191
H 1.98145 1.08703 -1.21739
H 3.11543 -0.13405 -0.66757
H 1.01683 1.22278 0.91704
H 2.19032 0.06042 1.58456
H -0.77006 -1.37665 -0.60591
H -2.54214 -0.27683 -1.28779
H -3.77132 0.10513 -0.00976
```

The HOMO energy is -0.564 hartree. As for the SMILES: CCON[N+](N)=O. As for the net charge: +1. The calculation puts the HOMO-LUMO gap at 9.400 eV.



Most stable to least stable: arrangement 1, arrangement 3, arrangement 2



Arrangement 1

Below is the molecule CHPS3, with properties calculated with ωB97M-V/def2-TZVPD.

XYZ file:
```
6
Properties=species:S:1:pos:R:3
C 1.44429 1.04495 -0.32952
P 3.56750 -1.51144 -0.43783
S 2.67566 2.02056 -0.29299
S 4.51857 -0.13729 0.51761
S 1.41520 -0.60938 0.31821
H 0.13625 -0.75732 -0.29004
```

The HOMO energy (spin up / spin down) is -0.293 / -0.273 hartree. The calculation puts the HOMO-LUMO gap (spin up / spin down) at 6.918 / 6.105 eV.



Arrangement 2

Below is a cluster of 2 separate species, CHPS3 in total, with properties calculated with ωB97M-V/def2-TZVPD.

XYZ file:
```
6
Properties=species:S:1:pos:R:3
C -1.58920 -0.58639 0.07880
P 2.18648 1.07962 -1.45398
S -1.78210 -0.01722 1.53492
S -1.31623 -0.96706 -1.38150
S 1.44479 0.85643 0.39024
H 1.05626 -0.36538 0.83152
```

The HOMO energy (spin up / spin down) is -0.294 / -0.295 hartree. The calculation puts the HOMO-LUMO gap (spin up / spin down) at 6.681 / 6.657 eV.



Most stable to least stable: arrangement 2, arrangement 1



Arrangement 1

Below is a structure of composition C8H32BeN16O8, with properties calculated with ωB97M-V/def2-TZVPD.

XYZ file:
```
65
Properties=species:S:1:pos:R:3
Be -0.11614 0.30991 -0.18321
C 1.17800 3.40597 1.31798
O 0.44052 2.73110 0.58091
N 0.84390 3.94894 2.43612
N 2.34866 3.85586 0.88662
H -0.09428 3.67155 2.68706
H 1.51202 4.37308 3.06368
H 2.74395 3.53435 0.01456
H 2.89680 4.38587 1.54898
C -2.56869 -2.19010 1.08651
O -1.78573 -1.23322 1.06876
N -3.39029 -2.40550 2.11523
N -2.57161 -3.11128 0.15622
H -3.16254 -1.93887 2.98153
H -3.92938 -3.25458 2.02294
H -3.25965 -3.82164 0.36137
H -1.93198 -3.18096 -0.62231
C 1.33457 -1.20824 2.74949
O 1.04982 -0.32222 1.93823
N 0.37841 -1.97726 3.35056
N 2.51038 -1.62389 3.19203
H -0.49908 -1.56923 3.06139
H 0.60581 -2.72591 3.98925
H 3.33355 -1.29459 2.70823
H 2.60133 -2.48489 3.71215
C 0.67871 2.73416 -2.60333
O 0.78998 1.63903 -2.15201
N 0.97279 3.82807 -1.99129
N 0.25032 2.96885 -3.86312
H 0.83051 3.80145 -0.99172
H 0.64932 4.63438 -2.50640
H 0.39196 3.91294 -4.19286
H 0.08851 2.15165 -4.43416
C -2.52040 -1.26011 -2.29217
O -1.63615 -0.49791 -1.82904
N -2.28526 -2.36157 -2.95506
N -3.76103 -1.14174 -2.03412
H -1.31563 -2.61276 -3.08474
H -2.96013 -2.90111 -3.47807
H -4.36053 -1.92224 -2.26111
H -3.98685 -0.36339 -1.43140
C -3.17447 2.14101 -0.19320
O -2.09087 1.72551 0.09289
N -4.18224 1.64718 0.44070
N -3.43051 3.18067 -0.97478
H -5.09416 1.93651 0.11699
H -4.09191 0.77572 0.94319
H -4.41325 3.39392 -1.06883
H -2.77944 3.67948 -1.56419
C 1.45491 -3.03545 -0.38613
O 0.61957 -2.11698 -0.39471
N 2.53682 -3.16390 -1.15288
N 1.55012 -3.97287 0.52882
H 3.27960 -3.82219 -0.96571
H 2.62037 -2.49986 -1.90931
H 0.85359 -3.87788 1.25402
H 2.19352 -4.75036 0.48810
C 3.50086 0.01197 -0.05115
O 2.35822 0.26850 -0.36826
N 4.00104 0.76619 0.86201
N 4.35221 -0.85551 -0.60990
H 4.75475 0.41155 1.43319
H 3.59274 1.65620 1.10959
H 3.99450 -1.21420 -1.48368
H 5.29953 -0.76918 -0.27042
```

The HOMO energy is -0.530 hartree. As for the net charge: +2. The calculation puts the HOMO-LUMO gap at 9.519 eV.



Arrangement 2

Below is a structure of composition C8H32BeN16O8, with properties calculated with ωB97M-V/def2-TZVPD.

XYZ file:
```
65
Properties=species:S:1:pos:R:3
Be -0.16100 -0.40418 0.22945
C -3.55196 -0.34733 1.05165
O -2.38113 -0.63603 1.27350
N -3.91909 0.44924 0.01587
N -4.52949 -0.64506 1.96100
H -4.85315 0.78394 -0.13290
H -3.18616 0.84273 -0.54905
H -5.48836 -0.41899 1.77682
H -4.23483 -1.37034 2.59188
C -1.60869 0.90784 -2.78444
O -1.05986 0.41616 -1.80358
N -0.93734 1.52607 -3.79717
N -2.94295 0.74654 -3.02407
H 0.02000 1.74426 -3.58353
H -1.37165 1.65274 -4.69112
H -3.41845 1.27348 -3.73523
H -3.50859 0.18909 -2.40595
C 1.06828 0.71562 3.32618
O 0.54879 0.28637 2.29579
N 1.62121 -0.12692 4.22743
N 1.24007 2.05970 3.48986
H 2.05993 0.07804 5.10584
H 1.73136 -1.06180 3.87242
H 0.89728 2.59149 2.70975
H 1.42118 2.43434 4.40322
C -1.22933 -2.79173 -1.86746
O -1.37587 -2.14172 -0.82365
N -0.71147 -4.03991 -1.94956
N -1.52973 -2.25718 -3.09291
H -0.76017 -4.55655 -2.80829
H -0.48644 -4.56711 -1.12495
H -1.31641 -2.81729 -3.89640
H -1.98862 -1.37401 -3.14482
C -1.63724 3.05146 0.40150
O -1.15844 1.92556 0.48896
N -2.31558 3.62073 1.43306
N -1.64648 3.74767 -0.78220
H -2.31824 3.14551 2.31644
H -2.75723 4.51161 1.29867
H -1.86472 4.72727 -0.82187
H -1.05087 3.32932 -1.47294
C 2.20450 2.20455 -0.50916
O 1.41851 1.25956 -0.46529
N 3.49697 2.08772 -0.10889
N 1.87262 3.41277 -1.03824
H 3.77799 1.29281 0.43645
H 4.08178 2.90112 -0.02188
H 2.49533 4.19766 -1.08436
H 0.91876 3.53325 -1.31130
C 2.92837 -1.25105 -1.23667
O 1.73196 -1.38626 -1.02738
N 3.85983 -1.19460 -0.21889
N 3.46699 -0.99438 -2.45528
H 4.83157 -1.33395 -0.43111
H 3.55660 -1.26995 0.73536
H 4.45805 -0.98187 -2.60746
H 2.85248 -1.01983 -3.24959
C 1.31726 -3.20999 2.06266
O 0.61097 -2.41476 1.44732
N 2.55420 -3.60899 1.67590
N 0.80291 -3.87171 3.14614
H 3.13722 -4.15970 2.27954
H 2.94643 -3.25583 0.82238
H 1.47317 -4.43238 3.64413
H -0.10302 -3.70483 3.53838
```

The HOMO energy is -0.533 hartree. As for the net charge: +2. The calculation puts the HOMO-LUMO gap at 10.348 eV.



Most stable to least stable: arrangement 2, arrangement 1



Arrangement 1

Below is the molecule C3H5ClOS, with properties calculated with ωB97M-V/def2-TZVPD.

XYZ file:
```
11
Properties=species:S:1:pos:R:3
O 0.56289 -1.19279 1.82535
C 0.11582 -1.41137 0.71710
C -0.77475 -0.41921 0.12065
Cl -1.61338 -0.94119 -1.42089
C -0.13760 0.98066 -0.17510
S 1.30618 0.68575 -1.29702
H 0.27333 -2.24964 0.15947
H -1.56168 -0.15041 0.88334
H 0.31579 1.44123 0.63530
H -0.75619 1.71963 -0.66209
H 2.26958 1.53735 -0.78611
```

The HOMO energy is -0.348 hartree. As for the SMILES: O=C[C@H](Cl)CS. The calculation puts the HOMO-LUMO gap at 9.800 eV.



Arrangement 2

Below is a structure of composition C3H5ClOS, with properties calculated with ωB97M-V/def2-TZVPD.

XYZ file:
```
11
Properties=species:S:1:pos:R:3
C -1.28505 -1.71379 -1.20884
C -2.20296 -2.23732 -0.41184
C 1.00463 1.09349 1.12639
H -1.36827 -1.68360 -2.29015
H -2.09187 -2.25201 0.66759
H -3.10159 -2.66884 -0.84142
H 2.17159 -0.35119 0.73932
H 1.10752 0.78105 2.16924
O 1.69607 0.34478 0.26492
S 0.09346 2.34914 0.68697
Cl 0.18346 -1.00142 -0.62293
```

The HOMO energy is -0.331 hartree. The calculation puts the HOMO-LUMO gap at 9.274 eV.



Most stable to least stable: arrangement 1, arrangement 2